(1)
Below is a structure of composition C40H60AsCaF6O30 at a distorted geometry, with properties calculated with wB97M-V/def2-TZVPD.

Properties
HOMO: -10.85 eV
gap between HOMO and LUMO: 7.015 eV
net charge: +1
energy: -199460.6608 eV
energy relative to the best compared isomer or geometry (same formula, charge and spin): 4.384 eV

Cartesian coordinates (Å):
Ca -3.36517 0.76241 2.38680
As -0.22017 -0.38375 0.27510
F -0.92895 -1.97190 0.26172
F 0.66651 -0.69136 1.74544
F 0.40849 1.26424 0.20081
F -1.04323 -0.12112 -1.26582
F -1.60598 0.23591 1.20048
F 1.14238 -0.93283 -0.69862
C -5.74935 -1.54772 -3.19981
C -4.93453 -0.31158 -2.88507
C -5.72040 1.00698 -2.87356
O -5.28917 1.61232 -1.65648
C -4.53197 0.79098 -0.96055
O -4.09211 1.05183 0.13118
O -4.34649 -0.38215 -1.58183
H -5.01537 -2.30503 -3.48079
H -6.34846 -1.29088 -4.07403
H -6.35959 -1.94500 -2.39195
H -4.16848 -0.18751 -3.65302
H -6.80313 0.88362 -2.85420
H -5.41744 1.65351 -3.69445
C 1.29650 5.31486 2.63205
C 1.14445 5.61169 1.14152
C 0.81154 4.43194 0.21407
O -0.23110 4.99322 -0.56825
C -0.64034 6.18106 -0.13509
O -1.57503 6.80520 -0.52365
O 0.10438 6.52416 0.95677
H 1.61076 6.19041 3.20380
H 2.02488 4.56575 2.93717
H 0.31265 5.01658 3.00443
H 2.06381 6.05956 0.74951
H 0.41709 3.59126 0.80033
H 1.59396 3.97190 -0.38132
C 5.39045 0.31117 -1.07754
C 4.06787 0.60022 -0.36684
C 4.05355 0.35623 1.15497
O 3.89072 1.65151 1.71541
C 3.78664 2.56010 0.76461
O 3.64002 3.74169 0.93928
O 3.79824 1.99832 -0.43938
H 6.16754 0.33053 -0.30911
H 5.64901 1.11379 -1.76535
H 5.43993 -0.65372 -1.57750
H 3.17914 0.08682 -0.73609
H 5.01476 -0.04467 1.48323
H 3.28592 -0.37044 1.42184
C -2.02763 -2.97702 -2.34884
C -0.61464 -3.49634 -2.31881
C -0.38588 -4.91859 -1.78120
O 0.18474 -5.56099 -2.91684
C 0.41051 -4.73031 -3.92373
O 0.94077 -4.99754 -4.96128
O -0.16936 -3.53349 -3.68158
H -2.39300 -2.88299 -1.32802
H -2.68911 -3.69188 -2.84730
H -1.98989 -2.04238 -2.90353
H 0.03073 -2.75431 -1.85006
H -1.28961 -5.45556 -1.49976
H 0.32398 -4.91078 -0.95500
C 2.35025 3.27331 5.31366
C 1.89829 2.24985 4.26613
C 1.71659 0.84073 4.90572
O 0.31701 0.60766 4.77795
C -0.23254 1.48062 3.96267
O -1.33924 1.37695 3.49737
O 0.59303 2.51101 3.77568
H 3.29048 3.06620 5.81588
H 1.61040 3.15736 6.11568
H 2.16974 4.28394 4.95365
H 2.55293 2.14211 3.40253
H 1.95053 0.78895 5.97042
H 2.36665 0.06686 4.49684
C 1.51244 -3.59527 1.67643
C 2.67749 -3.72331 2.70976
C 2.59133 -2.84311 3.95990
O 2.99271 -3.78441 4.97667
C 2.79722 -5.06097 4.54638
O 2.84671 -6.05038 5.19737
O 2.49846 -5.01004 3.24776
H 1.42766 -4.51417 1.09108
H 1.79257 -2.76344 1.03303
H 0.47431 -3.54035 2.00515
H 3.62644 -3.56191 2.19526
H 1.57056 -2.53173 4.18955
H 3.25943 -1.98587 3.96659
C -4.19366 6.54888 1.23497
C -2.69583 6.25973 1.10051
C -1.99332 6.12362 2.48506
O -1.78925 4.72316 2.59930
C -2.17516 4.08223 1.50020
O -2.20305 2.88232 1.37594
O -2.56088 4.94629 0.56910
H -4.32674 7.58281 1.55583
H -4.67841 5.92574 1.99049
H -4.69850 6.36681 0.28797
H -2.23654 6.94978 0.39567
H -2.64055 6.43633 3.30226
H -1.04516 6.65959 2.49378
C -4.43527 -5.89824 1.87412
C -4.16941 -4.79543 0.82972
C -5.40789 -4.30487 0.13490
O -5.22987 -2.90904 0.20823
C -4.27259 -2.55492 1.05269
O -4.07363 -1.42267 1.39447
O -3.61412 -3.65961 1.47592
H -5.00803 -6.72322 1.44591
H -4.98893 -5.57122 2.75198
H -3.46020 -6.31381 2.12658
H -3.39609 -5.15193 0.14970
H -6.37001 -4.62180 0.54328
H -5.45295 -4.68727 -0.88744
C 3.28259 -3.19327 -1.65879
C 4.26377 -3.69147 -2.70034
C 3.76756 -3.39453 -4.15511
O 4.95614 -3.02164 -4.81655
C 5.82985 -2.55275 -3.93263
O 6.84842 -1.98793 -4.20459
O 5.41280 -2.81177 -2.69491
H 3.78663 -3.20635 -0.68584
H 2.43439 -3.87374 -1.57081
H 2.95012 -2.15949 -1.73776
H 4.53371 -4.73604 -2.55989
H 2.98861 -2.63411 -4.22159
H 3.40785 -4.32367 -4.59502
C 0.93684 -0.02089 -3.98967
C 0.44226 1.40107 -3.78193
C 1.12127 2.34436 -2.79296
O 1.14611 3.56644 -3.50990
C 0.66853 3.42407 -4.74559
O 0.44974 4.30224 -5.52386
O 0.44413 2.12684 -5.01207
H 1.25774 -0.52098 -3.07632
H 1.75800 -0.03550 -4.71080
H 0.15516 -0.64327 -4.42602
H -0.56626 1.23040 -3.38884
H 2.09312 1.93791 -2.50063
H 0.52918 2.54231 -1.90209

=====

(2)
Below is the ion C6H6N with charge +1 at a distorted geometry, with properties calculated with wB97M-V/def2-TZVPD.

Properties
HOMO (spin up / spin down): -14.48 / -14.48 eV
gap between HOMO and LUMO (spin up / spin down): 7.485 / 7.489 eV
net charge: +1
energy: -7795.8336 eV
energy relative to the best compared isomer or geometry (same formula, charge and spin): 3.909 eV

Cartesian coordinates (Å):
C 0.20889 0.70918 1.75627
C -0.13024 -0.43703 1.17088
C 0.62052 1.92732 -0.07625
C 0.60667 1.90208 1.38841
C -0.41795 -1.31740 0.33205
C -0.80056 -2.35356 -0.55225
N 0.46246 0.91419 -0.82870
H 0.84196 2.87181 -0.68180
H 0.71392 2.90196 1.78905
H 0.75200 1.01560 -1.81544
H -0.02300 -3.26451 -0.63264
H -1.03505 -2.06160 -1.70861
H -1.79961 -2.80805 -0.14098

=====

Number 2 is which compound?
C6H6N